No. 1
A structure of composition C10H14 in a non-equilibrium geometry, computed with wB97M-V/def2-TZVPD.

## Properties
E_LUMO: 0.935 eV
E_tot: -389.25913 a.u.
frontier orbital gap: 0.3343 Ha

Each line ends with the Mulliken charge.
Cartesian coordinates (Å):
C: -1.1750 -0.7641 2.6799  -1.044
C: -0.3950 -0.3094 1.4409  0.890
C: 0.6384 0.7557 1.6196  -0.816
C: 1.2365 1.3189 0.5030  -0.306
C: 0.9940 0.9855 -0.7299  0.545
C: 1.8940 1.1836 -1.9346  -1.415
C: -0.0300 0.0676 -0.9275  0.768
C: -0.1689 -0.4633 -2.2607  -1.739
C: -0.7256 -0.6676 0.1806  0.355
C: -1.9017 -1.4461 -0.0846  -1.260
H: -2.1203 -0.1242 2.9142  0.274
H: -0.4562 -1.0828 3.6914  0.308
H: -1.7491 -1.9200 2.1422  0.241
H: 0.8644 1.1287 2.7093  0.212
H: 2.1368 1.9839 0.6193  0.269
H: 2.0105 0.0918 -2.2182  0.414
H: 2.9657 1.6204 -1.7396  0.332
H: 1.4038 1.9257 -2.5908  0.329
H: -1.3216 -0.6123 -2.7237  0.265
H: 0.1835 -1.6216 -2.3526  0.260
H: 0.5270 0.1521 -2.7574  0.484
H: -1.6450 -2.4741 -0.6796  0.253
H: -2.2648 -1.8958 0.8693  0.078
H: -2.7348 -1.1367 -0.8041  0.303

***

No. 2
A structure of composition C23H39Br17NO4S2 in a non-equilibrium geometry, computed with wB97M-V/def2-TZVPD.

## Properties
E_LUMO: 1.106 eV
E_tot: -45810.21889 a.u.
frontier orbital gap: 0.2652 Ha
total charge: -1

Each line ends with the Mulliken charge.
Cartesian coordinates (Å):
O: 10.9583 -0.7090 1.3380  -0.629
S: 9.5321 -0.6425 1.4656  0.985
O: 9.0343 -0.7047 2.8232  -0.582
Br: 8.8090 -2.5368 0.5326  -0.268
N: 9.0153 0.6126 0.6495  -0.382
S: 7.4461 0.7510 0.2633  1.263
O: 7.2495 2.0910 -0.2392  -0.767
O: 6.9768 -0.2684 -0.6384  -0.604
C: 6.4538 0.6739 1.7830  -0.893
C: 5.2734 -0.2454 1.5832  0.095
C: 5.3510 -1.5697 2.0008  -0.023
C: 4.2748 -2.4228 1.7908  -0.982
C: 3.1335 -1.9414 1.1636  -0.409
C: 3.0480 -0.6183 0.7607  -0.497
C: 4.1223 0.2398 0.9713  -0.547
H: 7.0485 0.3778 2.6361  0.540
H: 6.0503 1.6582 1.9713  0.434
H: 6.2582 -1.9120 2.4693  0.487
H: 4.3557 -3.4468 2.1146  0.409
H: 2.3143 -2.6232 0.9872  0.467
H: 2.1833 -0.2269 0.2604  0.442
H: 4.0669 1.2698 0.6629  0.438
Br: -0.3316 -0.8094 1.2635  -0.059
C: -1.6457 0.5529 1.7055  -0.380
C: -1.0902 1.9343 1.4924  -0.541
Br: 0.1488 2.4296 2.9130  -0.121
H: -1.9513 0.3776 2.7324  0.415
H: -2.4882 0.3728 1.0421  0.110
H: -1.8812 2.6764 1.5216  0.296
H: -0.5456 2.0237 0.5575  0.411
Br: -3.0660 -3.2203 3.0651  -0.150
C: -2.1309 -3.2879 4.7689  -0.570
C: -0.7303 -2.7450 4.6455  -0.352
Br: 0.4535 -4.0076 3.7643  -0.095
H: -2.1507 -4.3211 5.0983  0.387
H: -2.7205 -2.6780 5.4499  0.347
H: -0.2991 -2.5798 5.6304  0.373
H: -0.6855 -1.8249 4.0701  0.031
Br: -4.3274 2.5111 0.0187  -0.209
C: -3.8755 2.3972 -1.8715  -0.584
C: -4.4081 1.1316 -2.4808  -0.130
Br: -3.3367 -0.4101 -1.9629  -0.148
H: -2.7952 2.4700 -1.9429  0.407
H: -4.3296 3.2707 -2.3337  0.377
H: -4.3470 1.1750 -3.5655  -0.028
H: -5.4298 0.9182 -2.1861  0.296
Br: 8.0664 3.2302 3.7093  -0.129
C: 9.8172 2.3808 3.7341  -0.207
C: 10.4919 2.5232 5.0681  -0.569
Br: 11.2115 4.3169 5.3523  -0.204
H: 10.3860 2.8206 2.9219  0.438
H: 9.6303 1.3317 3.5147  -0.125
H: 11.3503 1.8585 5.1274  0.396
H: 9.8212 2.3269 5.8974  0.379
Br: -6.9121 -0.2188 -4.8423  -0.075
C: -7.8867 -1.2029 -3.4735  -0.668
C: -7.0261 -2.2581 -2.8311  -0.245
Br: -6.8025 -3.7953 -3.9973  -0.128
H: -8.7697 -1.6114 -3.9540  0.415
H: -8.1859 -0.4575 -2.7396  0.367
H: -7.5054 -2.6402 -1.9329  0.410
H: -6.0291 -1.9029 -2.5866  0.055
Br: -9.9052 -7.2884 -5.3243  -0.127
C: -9.6432 -6.4978 -7.0816  -0.603
C: -9.0924 -5.1009 -6.9884  -0.317
Br: -10.4541 -3.8211 -6.4523  -0.127
H: -10.6016 -6.5351 -7.5882  0.378
H: -8.9368 -7.1493 -7.5906  0.346
H: -8.7454 -4.7630 -7.9622  0.335
H: -8.2864 -5.0152 -6.2674  0.086
Br: 2.2976 3.0213 5.5065  -0.135
C: 1.0051 4.4032 5.9481  -0.493
C: 1.5588 5.7825 5.7143  -0.588
Br: 2.8059 6.3099 7.1120  -0.146
H: 0.7096 4.2415 6.9795  0.384
H: 0.1551 4.2216 5.2930  0.211
H: 0.7618 6.5219 5.7452  0.362
H: 2.0917 5.8614 4.7727  0.352
Br: -2.7956 0.2780 -8.0681  -0.112
C: -4.6235 0.8538 -7.7457  -0.403
C: -4.7517 2.3530 -7.7818  -0.581
Br: -4.0496 3.1800 -6.1653  -0.143
H: -4.9184 0.4333 -6.7912  0.019
H: -5.2147 0.4024 -8.5391  0.369
H: -5.7986 2.6454 -7.8233  0.348
H: -4.2175 2.7968 -8.6148  0.416

***

No. 3
A cluster of 2 separate species, CH3NSi in total in a non-equilibrium geometry, computed with wB97M-V/def2-TZVPD.

## Properties
E_LUMO (spin up / spin down): -3.781 / -3.119 eV
E_tot: -383.92968 a.u.
frontier orbital gap (spin up / spin down): 0.1804 / 0.2464 Ha

Each line ends with the Mulliken charge.
Cartesian coordinates (Å):
C: -3.3958 -0.0581 0.0224  -0.247
N: -2.2223 -0.0228 0.0372  -0.359
Si: 1.0917 -0.0527 0.0427  0.612
H: 1.0579 -0.8318 -1.1284  0.002
H: 1.5646 1.5029 -0.0361  0.018
H: 1.9038 -0.5374 1.0623  -0.026

***

No. 4
A structure of composition C31H52P2Pb in a non-equilibrium geometry, computed with wB97M-V/def2-TZVPD.

## Properties
E_LUMO (spin up / spin down): -7.699 / -7.296 eV
E_tot: -2087.19102 a.u.
frontier orbital gap (spin up / spin down): 0.2025 / 0.2013 Ha
total charge: +2

Each line ends with the Mulliken charge.
Cartesian coordinates (Å):
Pb: -0.1095 -0.1362 0.1252  0.375
C: 0.8989 -2.3925 0.8677  0.635
C: -0.1208 -2.6994 -0.1183  0.913
C: 1.6335 -1.6443 -1.2061  0.543
C: 2.0052 -1.8077 0.1667  1.169
C: 0.3288 -2.2348 -1.3980  0.631
C: 0.9130 -2.9129 2.2917  -2.030
H: -0.0801 -2.9808 2.7832  0.321
H: 1.5594 -2.3545 2.9952  0.406
H: 1.3100 -3.9452 2.2719  0.424
C: 3.3926 -1.6027 0.7142  -1.541
H: 3.4550 -1.7795 1.7933  0.478
H: 3.8192 -0.6122 0.5124  0.093
H: 4.0502 -2.3267 0.2164  0.409
C: 2.5364 -1.1715 -2.3242  -1.576
H: 2.9971 -2.0533 -2.8007  0.391
H: 3.3766 -0.5480 -1.9766  0.337
H: 2.0376 -0.6083 -3.1414  0.267
C: -0.1221 -2.6851 -2.7664  -1.956
H: 0.3691 -3.6592 -2.9171  0.385
H: 0.2322 -2.0389 -3.5850  0.503
H: -1.2013 -2.8431 -2.9270  0.330
C: -1.0498 -3.8445 0.1439  -1.830
H: -0.3798 -4.7108 0.1914  0.412
H: -1.7668 -4.0024 -0.6601  0.505
H: -1.5780 -3.7896 1.1007  0.206
C: -3.4085 0.1106 1.0783  0.547
C: -3.2348 -1.0988 1.5207  0.551
C: -4.3680 -2.1065 1.6586  -1.270
C: -4.8524 -2.6618 0.2723  -1.063
C: -4.1298 -2.0826 -0.9396  -0.295
C: -4.3668 -0.8331 -1.3658  -0.419
C: -5.3254 0.1006 -0.6460  -0.921
C: -4.7688 0.6797 0.6988  -1.224
H: -5.2264 -1.6320 2.1707  0.429
H: -5.9209 -2.4077 0.1850  0.360
H: -4.0497 -2.9457 2.2989  0.372
H: -5.4987 0.4720 1.4995  0.387
H: -2.5870 0.8435 0.8506  -0.073
H: -2.2440 -1.5696 1.7800  0.041
H: -4.6936 1.7734 0.6093  0.348
H: -5.6043 0.9184 -1.3297  0.397
H: -4.0120 -0.4923 -2.3443  0.559
H: -6.2540 -0.4436 -0.4168  0.387
H: -4.8031 -3.7650 0.2636  0.354
H: -3.5430 -2.7855 -1.5492  0.626
P: 0.6180 0.8963 2.4428  1.589
C: 2.3204 0.6299 2.9030  -1.291
H: 2.3762 1.2836 3.7749  0.741
H: 3.0828 0.9462 2.1950  0.159
H: 2.5035 -0.4000 3.2109  0.378
C: 0.3803 2.6440 2.3783  -1.061
H: 0.7622 2.9259 3.3607  0.520
H: -0.6735 2.9062 2.3024  0.406
H: 0.9536 3.1483 1.6031  -0.004
C: -0.2716 0.2674 3.8298  -1.393
H: -1.3127 0.5554 3.7882  0.404
H: 0.2462 0.7971 4.6284  0.530
H: -0.1604 -0.8034 3.9558  0.308
P: -0.5306 1.4269 -1.9350  1.869
C: -0.7872 0.5653 -3.4668  -1.537
H: -1.3743 1.3198 -3.9887  0.564
H: -1.2906 -0.3956 -3.4638  0.162
H: 0.1828 0.4696 -3.9674  0.470
C: -1.6093 2.7577 -1.4654  -1.318
H: -2.6480 2.4781 -1.6104  0.361
H: -1.3147 3.5244 -2.1879  0.622
H: -1.4411 3.1528 -0.4544  0.206
C: 0.8467 2.3945 -2.5065  -2.104
H: 0.3848 2.8348 -3.3848  0.781
H: 1.6849 1.7893 -2.8102  0.413
H: 1.1183 3.1453 -1.7838  0.440
C: 2.2022 1.3750 -0.2675  1.774
C: 3.2460 2.3931 -0.2558  1.264
C: 4.5492 1.8778 -0.5025  -0.556
C: 5.6052 2.7404 -0.4967  -0.874
C: 5.4159 4.1145 -0.2635  -0.673
C: 4.1135 4.5937 -0.0451  -1.040
C: 3.0264 3.7726 -0.0447  -0.177
H: 2.2006 0.8409 -1.2318  -0.341
H: 2.4363 0.6146 0.5135  -1.979
H: 4.7215 0.8002 -0.7064  0.046
H: 6.6212 2.3677 -0.6767  0.429
H: 6.2588 4.7996 -0.2525  0.429
H: 3.9407 5.6494 0.1283  0.423
H: 2.0007 4.1106 0.1060  0.164

***

No. 5
An isolated molecule of C3H4BrISi in a non-equilibrium geometry, computed with wB97M-V/def2-TZVPD.

## Properties
E_LUMO: -0.681 eV
SMILES: C#CC[Si@@H](Br)I
E_tot: -3277.88251 a.u.
frontier orbital gap: 0.3164 Ha

Each line ends with the Mulliken charge.
Cartesian coordinates (Å):
C: 0.4896 -1.5644 1.8288  -0.192
C: -0.1384 -0.9943 0.9606  -0.367
C: -0.7442 -0.1860 -0.1608  -0.439
Si: 0.5022 1.1437 -0.6328  0.375
Br: 2.0677 0.2308 -1.7417  -0.115
I: -1.3682 2.5932 -2.3405  -0.270
H: 0.9134 -2.4303 2.2660  0.355
H: -1.7726 0.1264 0.3027  0.349
H: -0.9589 -1.0253 -0.9252  0.298
H: 1.0093 2.1064 0.4428  0.006

***

No. 6
A structure of composition C19H25N3O4 in a non-equilibrium geometry, computed with wB97M-V/def2-TZVPD.

## Properties
E_LUMO: 0.127 eV
E_tot: -1203.39956 a.u.
frontier orbital gap: 0.3100 Ha

Each line ends with the Mulliken charge.
Cartesian coordinates (Å):
C: 1.3064 1.1642 -1.9570  -0.667
O: 1.1425 1.7159 -0.6108  -0.182
C: 0.7137 3.0788 -0.5734  -1.207
C: -0.7262 3.1727 -0.6261  -2.079
H: -0.9384 2.6005 -1.3246  0.892
H: -0.9216 4.0770 -0.8279  0.949
C: -1.5484 2.5963 0.7558  -0.282
N: -0.9621 1.5452 1.1323  0.376
C: -0.1608 1.4833 2.2043  0.601
O: 0.0638 2.4964 2.9073  -0.670
C: 0.2743 0.0795 2.4051  0.653
N: -0.1077 -0.7115 3.3644  -0.654
O: 0.6804 -1.6991 3.7245  -0.167
C: 1.5619 -1.6009 2.6303  0.344
C: 1.5990 -0.3312 2.0838  -0.953
H: 2.0608 -0.0789 1.3740  1.053
C: 2.5735 -2.7090 2.7189  -0.464
O: 3.1656 -2.7633 1.3236  -0.481
C: 2.3533 -2.5878 0.0833  0.424
C: 0.9401 -3.1298 0.1542  -0.477
C: 0.4202 -2.9844 -1.0034  -0.368
C: 0.9054 -2.8224 -2.2652  0.726
N: 2.2130 -2.3821 -2.2870  -0.440
C: 2.8392 -2.5416 -1.0948  -0.292
H: 4.1724 -1.9956 -1.2953  0.183
C: 0.2098 -2.4875 -3.4927  -2.019
H: 0.9387 -2.1521 -4.0487  0.564
H: -0.0833 -3.4979 -3.9504  0.347
H: -0.6693 -2.0653 -3.3599  0.543
H: -0.8039 -3.2621 -0.9635  0.062
H: 0.5336 -3.2743 0.9933  0.908
H: 3.5753 -2.5142 3.2549  0.247
H: 2.0982 -3.6494 2.7345  0.356
C: -1.4668 0.3059 0.5695  -0.281
H: -1.1514 -0.6084 1.0348  0.428
C: -3.1187 0.3354 0.1475  -0.793
C: -3.3926 1.7195 -0.3529  -0.840
C: -3.2200 2.6455 0.4447  -1.183
H: -3.2941 3.7076 -0.1039  0.256
H: -3.4946 2.6599 1.2996  0.699
H: -3.3115 1.5913 -1.2669  0.633
H: -4.7235 1.3671 -0.4463  0.248
H: -3.3220 -0.6602 -0.1909  0.495
H: -3.4386 0.1892 1.4799  0.244
H: -0.9543 0.2693 -0.6302  -0.156
H: -1.2739 3.6416 1.4672  0.370
H: 1.2579 3.5971 -1.1066  1.121
H: 1.0062 3.3100 0.6704  0.186
H: 0.5225 1.2824 -2.6348  0.418
H: 2.1648 1.6745 -2.5622  0.312
H: 1.7913 0.2028 -1.9827  0.013

***

- Which value of E_tot does entry 5 give?
  -3277.88251 a.u.